45
Properties=species:S:1:pos:R:3:mulliken_charge:R:1 method="wB97M-V/def2-TZVPD" e_homo_ev=-8.5 e_above_lowest_kj_mol=24.7 homo_lumo_gap_ev=8.748 total_charge=0 energy_ev=-34824.872 smiles="Cc1ccc(Cn2ccc(NC(=O)c3cc(-c4ccc(F)cc4)on3)n2)cc1"
C -1.676 2.351 -7.602 -1.414
C -0.831 1.672 -6.569 0.886
C 0.120 0.728 -6.928 -0.643
C 0.882 0.087 -5.966 -0.737
C 0.714 0.385 -4.623 0.706
C 1.529 -0.309 -3.559 -1.097
N 0.682 -0.881 -2.546 0.930
C -0.270 -1.819 -2.710 -0.461
C -0.855 -2.034 -1.484 -0.654
C -0.174 -1.154 -0.627 0.362
N -0.333 -0.942 0.735 -0.123
C -1.260 -1.542 1.533 0.574
O -2.061 -2.366 1.159 -0.612
C -1.142 -1.090 2.949 0.245
C 0.050 -0.888 3.690 -0.434
C -0.395 -0.523 4.939 0.387
C 0.300 -0.186 6.166 0.339
C 1.694 -0.178 6.217 -0.568
C 2.349 0.139 7.390 -0.600
C 1.598 0.447 8.512 0.353
F 2.234 0.756 9.658 -0.315
C 0.214 0.448 8.490 -0.542
C -0.432 0.130 7.313 -0.348
O -1.742 -0.502 4.919 -0.147
N -2.188 -0.856 3.702 -0.579
N 0.750 -0.462 -1.283 -1.123
C -0.236 1.331 -4.258 -0.228
C -0.999 1.963 -5.219 -0.707
H -1.249 2.234 -8.595 0.354
H -1.774 3.413 -7.382 0.362
H -2.677 1.919 -7.608 0.286
H 0.266 0.485 -7.971 0.326
H 1.617 -0.647 -6.266 0.315
H 2.181 0.405 -3.047 0.360
H 2.148 -1.093 -4.009 0.372
H -0.463 -2.258 -3.668 0.452
H -1.643 -2.705 -1.222 0.506
H 0.282 -0.237 1.115 0.257
H 1.056 -1.024 3.355 0.478
H 2.268 -0.420 5.337 0.314
H 3.425 0.150 7.448 0.440
H -0.337 0.693 9.384 0.440
H -1.510 0.121 7.268 0.469
H -0.376 1.567 -3.213 0.440
H -1.736 2.696 -4.922 0.377



6
Properties=species:S:1:pos:R:3:mulliken_charge:R:1 method="wB97M-V/def2-TZVPD" e_homo_ev=-11.7 e_above_lowest_kj_mol=33.5 homo_lumo_gap_ev=12.440 total_charge=0 energy_ev=-4159.592 smiles=O.O
O 1.805 0.134 0.017 -0.648
H 1.116 -0.278 -0.529 0.330
H 2.484 -0.567 -0.020 0.323
O -2.026 -0.082 -0.075 -0.664
H -1.930 0.891 -0.176 0.326
H -1.449 -0.098 0.784 0.332



19
Properties=species:S:1:pos:R:3:mulliken_charge:R:1 method="wB97M-V/def2-TZVPD" multiplicity=4 e_homo_ev="-11.9 / -14.2" homo_lumo_gap_ev="7.135 / 8.055" total_charge=+1 s2=3.752 energy_ev=-45743.702
O 0.981 0.626 -0.386 -0.202
C 2.054 -0.194 -0.591 0.333
C 1.900 -1.302 0.448 -0.534
O 1.217 -0.662 1.508 -0.464
C 0.210 0.139 1.001 1.654
O -0.836 -0.656 0.653 -0.370
O -0.025 1.230 1.632 -0.823
C -2.088 -0.048 0.332 -0.247
H 2.863 -1.673 0.811 0.329
F 3.236 0.516 -0.337 -0.332
H 2.123 -0.543 -1.629 0.282
H 1.303 -2.126 0.032 0.307
H -2.836 -0.817 0.560 0.303
H -2.255 0.804 1.003 0.309
C -2.187 0.371 -1.121 -0.941
H -3.208 0.724 -1.321 0.393
H -1.495 1.190 -1.358 0.157
H -1.975 -0.476 -1.787 0.273
Tm 1.016 2.896 0.549 0.572



17
Properties=species:S:1:pos:R:3:mulliken_charge:R:1 method="wB97M-V/def2-TZVPD" e_homo_ev=-8.6 e_above_lowest_kj_mol=304.2 homo_lumo_gap_ev=9.101 total_charge=0 energy_ev=-20927.201
C -0.593 -1.011 -3.099 -0.746
C 0.648 -0.544 -0.300 -0.566
C 0.459 0.222 0.756 0.287
C -0.235 1.475 0.783 -0.746
C 0.795 -0.377 2.059 -0.254
H -0.635 -0.720 -4.147 0.323
H -1.669 -1.039 -2.670 0.251
H -0.260 -2.301 -2.834 0.207
H 0.917 -1.496 -0.196 0.635
H 0.597 2.304 0.661 0.200
H -0.796 1.659 -0.069 0.528
H -1.959 1.909 1.806 0.357
H -0.021 -0.289 2.845 0.282
H 1.794 0.003 2.357 0.184
O -0.899 1.715 2.113 -0.559
F 1.270 -1.679 1.905 -0.307
S 0.588 0.168 -1.971 -0.079



35
Properties=species:S:1:pos:R:3:mulliken_charge:R:1 method="wB97M-V/def2-TZVPD" e_homo_ev=-9.4 e_above_lowest_kj_mol=347.4 homo_lumo_gap_ev=9.564 total_charge=0 energy_ev=-20805.670 smiles="C=NCC[C@H](N)CO.O.O.O.O.O"
C 1.790 -2.508 0.515 -0.286
N 2.041 -2.023 -0.630 -0.530
C 2.279 -0.582 -0.784 -0.453
C 2.183 0.321 0.453 -1.136
C 0.723 0.814 0.686 0.820
N 0.261 1.495 -0.507 -0.413
C 0.651 1.704 1.912 -0.784
O -0.721 1.863 2.267 -0.511
H 1.731 -1.997 1.461 0.228
H 1.785 -3.587 0.412 0.317
H 1.660 -0.251 -1.617 0.296
H 3.305 -0.462 -1.137 0.290
H 2.589 -0.144 1.350 0.442
H 2.833 1.185 0.283 0.466
H 0.220 -0.149 0.851 -0.163
H -0.333 0.906 -1.079 0.200
H -0.381 2.256 -0.337 0.291
H 1.243 1.311 2.745 0.367
H 0.986 2.721 1.756 0.328
H -1.165 1.065 2.562 0.307
O -3.084 -2.077 1.520 -0.616
H -4.016 -1.916 1.337 0.314
H -2.658 -1.660 0.790 0.301
O -0.118 -3.448 2.585 -0.623
H -0.575 -2.610 2.529 0.309
H -0.760 -4.104 2.299 0.313
O 0.858 2.696 -3.332 -0.685
H 1.385 2.828 -2.541 0.302
H 1.182 1.872 -3.710 0.329
O -3.987 -0.070 -0.781 -0.611
H -3.094 -0.360 -0.947 0.298
H -4.545 0.079 -1.539 0.300
O -1.573 1.605 -2.763 -0.628
H -0.920 2.232 -3.127 0.327
H -1.775 0.998 -3.479 0.292



22
Properties=species:S:1:pos:R:3:mulliken_charge:R:1 method="wB97M-V/def2-TZVPD" e_homo_ev="-9.5 / -9.5" e_above_lowest_kj_mol=226.1 homo_lumo_gap_ev="8.411 / 8.410" total_charge=0 energy_ev=-22844.741
C 1.894 -0.157 2.050 0.060
C 0.644 0.561 2.010 0.110
C -0.552 -0.616 -1.942 -0.598
C 0.407 0.566 -1.765 -0.710
C -1.448 -0.855 -0.784 -0.778
C 1.056 0.551 -0.467 -0.859
C -0.667 -0.869 0.585 -0.671
C -0.032 0.505 0.709 -0.501
N 2.876 -0.753 2.155 -0.434
O -1.284 1.913 2.750 -0.492
S -0.053 1.383 3.277 0.353
H -1.073 -0.629 -2.846 0.383
H 0.260 -1.484 -2.017 0.238
H 1.170 0.591 -2.517 0.356
H -0.314 1.391 -1.968 0.339
H -2.157 -0.107 -0.621 0.422
H -1.959 -1.797 -0.836 0.356
H 1.693 -0.392 -0.178 0.357
H 1.557 1.452 -0.241 0.355
H -1.397 -0.909 1.448 0.300
H 0.063 -1.644 0.541 0.394
H -0.683 1.299 0.658 1.021



9
Properties=species:S:1:pos:R:3:mulliken_charge:R:1 method="wB97M-V/def2-TZVPD" e_homo_ev=-9.1 e_above_lowest_kj_mol=152.7 homo_lumo_gap_ev=8.444 total_charge=0 energy_ev=-31171.381
C -0.783 -0.472 0.504 -0.677
C 0.162 0.372 -0.300 0.083
O 1.725 -0.105 0.069 -0.479
F 0.109 0.163 -1.634 -0.244
I -2.692 0.603 0.452 0.151
I -0.651 -2.557 0.052 0.181
I 0.180 2.423 0.135 0.239
H -0.268 -0.139 1.457 0.461
H 2.218 -0.288 -0.735 0.285



72
Properties=species:S:1:pos:R:3:mulliken_charge:R:1 method="wB97M-V/def2-TZVPD" e_homo_ev=-4.4 homo_lumo_gap_ev=6.252 total_charge=-1 energy_ev=-213086.413
C -7.008 5.299 1.434 -1.340
C -6.103 4.324 0.680 0.134
C -4.685 4.860 0.514 -0.730
N -3.777 3.847 0.001 -0.568
B -3.316 2.801 1.058 0.363
C -1.772 3.105 1.555 -1.061
C -1.173 2.131 2.579 0.272
C -1.918 2.087 3.917 -0.772
C -1.418 3.152 4.880 -0.313
O -2.330 3.412 5.956 -0.564
C -3.342 1.294 0.428 -0.098
Br -2.284 1.169 -1.193 -0.300
C -3.870 0.143 0.835 0.648
C -3.808 -1.238 0.246 -1.487
Br -4.946 0.131 2.426 -0.227
H -8.029 4.916 1.507 0.372
H -6.644 5.455 2.453 0.314
H -7.041 6.271 0.934 0.303
H -6.516 4.149 -0.319 0.255
H -6.077 3.364 1.198 0.103
H -4.349 5.293 1.476 0.196
H -4.735 5.697 -0.198 0.353
H -2.957 4.323 -0.356 0.185
H -4.075 2.830 2.010 -0.309
H -1.694 4.132 1.939 0.228
H -1.123 3.072 0.666 0.344
H -0.125 2.395 2.788 0.515
H -1.151 1.123 2.147 -0.328
H -1.800 1.101 4.383 0.351
H -2.988 2.243 3.758 0.325
H -1.278 4.094 4.344 0.270
H -0.462 2.849 5.319 0.262
H -3.005 2.731 5.928 0.317
H -4.798 -1.544 -0.099 0.339
H -3.496 -1.956 1.009 0.350
H -3.101 -1.274 -0.579 0.382
C 0.769 -0.386 0.050 0.163
C 1.998 0.512 0.235 1.063
C 3.193 0.280 -0.697 0.000
F 3.727 -0.949 -0.514 -0.229
F 4.155 1.191 -0.418 -0.298
F 2.416 0.497 1.518 -0.303
F 1.585 1.775 -0.066 -0.329
O 0.635 -1.478 0.952 -0.390
C 1.148 -2.703 0.711 0.745
C 2.047 -3.174 1.862 0.138
F 3.077 -2.326 2.030 -0.221
F 2.547 -4.394 1.551 -0.271
F 1.815 -2.766 -0.464 -0.287
F 0.132 -3.598 0.635 -0.319
H -0.088 0.247 0.268 -0.594
H 0.661 -0.703 -0.987 0.382
H 2.891 0.392 -1.741 0.305
H 1.466 -3.240 2.783 0.283
C 6.317 -3.463 -4.031 -0.770
C 6.708 -4.932 -3.821 0.918
C 6.384 -5.922 -4.946 0.056
F 5.055 -6.021 -5.133 -0.217
F 6.855 -7.141 -4.601 -0.267
F 6.230 -5.392 -2.653 -0.263
F 8.078 -4.936 -3.755 -0.336
O 5.115 -3.038 -3.427 -0.274
C 3.923 -3.035 -4.088 0.696
C 2.862 -3.837 -3.326 0.981
F 3.260 -5.117 -3.181 -0.257
F 1.716 -3.824 -4.045 -0.276
F 4.041 -3.448 -5.363 -0.313
F 3.474 -1.755 -4.125 -0.300
H 7.095 -2.899 -3.518 0.394
H 6.358 -3.200 -5.088 0.315
H 6.861 -5.610 -5.879 0.288
H 2.688 -3.391 -2.350 -0.300



24
Properties=species:S:1:pos:R:3:mulliken_charge:R:1 method="wB97M-V/def2-TZVPD" e_homo_ev=-8.3 e_above_lowest_kj_mol=105.0 homo_lumo_gap_ev=9.208 total_charge=0 energy_ev=-21300.834 smiles=CCc1c[nH]cn1.CSC
C 1.108 -1.173 -2.349 -1.252
C 0.570 -0.084 -1.412 0.138
C 1.681 0.650 -0.748 0.422
C 2.296 0.378 0.461 -0.519
N 3.183 1.381 0.657 -0.067
C 3.096 2.241 -0.390 -0.344
N 2.214 1.786 -1.274 -0.625
H 1.816 -0.800 -3.084 0.351
H 0.267 -1.623 -2.891 0.334
H 1.610 -2.043 -1.911 0.334
H -0.056 0.507 -2.078 0.258
H -0.060 -0.475 -0.612 -0.161
H 2.139 -0.410 1.175 0.467
H 3.718 1.721 1.427 0.195
H 3.618 3.161 -0.581 0.445
C -2.363 0.658 1.843 -0.891
S -1.969 -1.084 1.523 -0.078
C -3.589 -1.873 1.155 -0.808
H -1.752 1.464 1.444 0.332
H -3.340 0.865 1.383 0.284
H -2.570 0.868 2.893 0.339
H -3.521 -2.787 1.736 0.284
H -3.653 -1.998 0.083 0.256
H -4.444 -1.329 1.546 0.306



62
Properties=species:S:1:pos:R:3:mulliken_charge:R:1 method="wB97M-V/def2-TZVPD" e_homo_ev=-9.3 e_above_lowest_kj_mol=40.9 homo_lumo_gap_ev=9.700 total_charge=0 energy_ev=-35904.693 smiles="COC[C@@H]1CN(C(=O)[C@H]2CCC23CCC3)CCN1C(=O)Cc1nncn1C(C)C"
C 3.861 1.585 -0.645 -0.832
O 2.774 0.891 -1.220 -0.226
C 1.534 1.273 -0.677 -0.687
C 0.485 0.305 -1.211 -0.422
C -0.907 0.672 -0.704 -1.841
N -1.020 0.395 0.714 0.172
C -1.028 1.432 1.607 0.617
O -1.098 2.588 1.222 -0.657
C -0.958 1.067 3.073 -0.575
C 0.349 0.483 3.672 -0.543
C -0.028 1.185 4.992 -1.027
C -0.913 2.148 4.181 1.175
C -0.347 3.553 3.863 -0.993
C -1.781 4.116 3.954 -0.430
C -2.205 2.817 4.679 -1.061
C -0.776 -1.003 1.018 -0.894
C 0.610 -1.420 0.554 -0.667
N 0.796 -1.088 -0.861 0.746
C 1.875 -1.738 -1.452 0.311
O 2.535 -2.537 -0.826 -0.646
C 2.095 -1.591 -2.955 -0.508
C 1.393 -2.642 -3.758 0.341
N 2.049 -3.564 -4.412 -0.414
N 1.136 -4.358 -5.056 -0.713
C -0.041 -3.892 -4.765 -0.100
N 0.048 -2.801 -3.952 0.282
C -1.076 -2.034 -3.418 1.411
C -1.828 -2.851 -2.377 -1.344
C -1.982 -1.549 -4.542 -1.602
H 4.769 1.206 -1.106 0.262
H 3.784 2.662 -0.828 0.316
H 3.907 1.412 0.436 0.309
H 1.570 1.248 0.420 0.094
H 1.271 2.297 -0.972 0.591
H 0.478 0.400 -2.297 0.592
H -1.109 1.727 -0.868 0.616
H -1.657 0.079 -1.238 0.363
H -1.785 0.387 3.306 0.568
H 0.480 -0.598 3.682 0.444
H 1.226 0.944 3.214 0.215
H -0.622 0.530 5.632 0.295
H 0.774 1.634 5.578 0.362
H 0.270 3.891 4.700 0.436
H 0.189 3.697 2.930 0.205
H -1.919 5.054 4.489 0.412
H -2.230 4.190 2.965 0.145
H -3.146 2.351 4.382 0.283
H -2.197 2.929 5.765 0.336
H -0.881 -1.189 2.082 0.601
H -1.531 -1.602 0.499 0.124
H 1.378 -0.943 1.175 0.249
H 0.740 -2.494 0.664 0.550
H 1.849 -0.595 -3.320 0.398
H 3.156 -1.753 -3.126 0.383
H -0.975 -4.298 -5.115 0.416
H -0.633 -1.171 -2.930 -0.732
H -2.633 -2.258 -1.939 0.372
H -2.272 -3.738 -2.831 0.422
H -1.154 -3.169 -1.582 0.311
H -2.762 -0.903 -4.137 0.417
H -1.417 -0.987 -5.285 0.418
H -2.472 -2.385 -5.043 0.356



11
Properties=species:S:1:pos:R:3:mulliken_charge:R:1 method="wB97M-V/def2-TZVPD" e_homo_ev=-10.5 e_above_lowest_kj_mol=625.6 homo_lumo_gap_ev=9.632 total_charge=0 energy_ev=-11719.473
N 0.634 3.187 0.962 -0.371
C -0.050 2.185 0.575 0.147
C -0.670 0.852 0.417 0.637
O -1.598 0.426 1.097 -0.521
N -0.019 -0.048 -0.303 -0.189
C -0.113 -1.413 0.129 0.149
N 0.466 -2.418 -0.460 -0.298
O 1.054 -1.750 -1.860 -0.547
H 0.539 0.265 -1.208 0.336
H -0.609 -1.869 1.200 0.289
H 1.846 -2.595 -2.006 0.368



18
Properties=species:S:1:pos:R:3:mulliken_charge:R:1 method="wB97M-V/def2-TZVPD" e_homo_ev=-8.1 e_above_lowest_kj_mol=356.4 homo_lumo_gap_ev=9.017 total_charge=0 energy_ev=-7319.335 smiles="C=CN.CCN"
C 1.407 3.779 -0.382 -0.775
C 1.605 2.964 0.703 0.196
N 0.920 2.706 1.848 -0.447
H 0.472 4.501 -0.518 0.164
H 2.000 3.842 -1.288 0.255
H 2.496 2.286 0.597 0.182
H 1.253 1.814 2.261 0.222
H 0.420 3.348 2.479 0.205
C -0.937 -1.476 -0.098 -1.025
C -0.550 -2.958 -0.772 -0.141
N -1.822 -3.615 -1.018 -0.517
H -1.798 -1.997 0.463 0.370
H -0.110 -1.197 0.650 0.213
H -0.997 -0.623 -0.827 0.254
H 0.187 -2.529 -1.630 0.223
H -0.148 -3.532 0.109 0.234
H -1.766 -4.434 -1.710 0.205
H -2.632 -2.881 -0.867 0.182